Formula: CH2N2OS2
Source: the OMol25 dataset
Level of theory: ωB97M-V with the def2-TZVPD basis set

Summary:
relative energy (zero: lowest compared OMol25 entry of this formula, charge and spin): 308.23 kJ/mol
HOMO-LUMO gap (alpha / beta): 7.85 / 6.81 eV
molar mass: 122.17 g mol⁻¹

Structure (ORCA input):
```
! RIJCOSX wB97M-V def2-TZVPD def2/J DEFGRID3
* xyz 0 1
C 1.61327 0.07459 -0.04168
N 0.87471 -0.94735 -0.36534
N -0.14641 -1.49955 -0.13226
O -2.78242 1.45960 -0.47481
S -1.69106 -1.09283 0.45290
S -1.72830 0.96647 0.42656
H 1.39522 0.74029 0.73474
H 2.46498 0.29878 -0.60011
*
```

Löwdin population analysis, charges in e, atoms 1 to 5: 0.00, -0.15, -0.41, -0.63, 0.59